No. 1
# C28H40CaIN2O2P4S2

A structure of composition C28H40CaIN2O2P4S2 in a non-equilibrium geometry (ωB97M-V with the def2-TZVPD basis set, the Open Molecules 2025 dataset).

Energy above the lowest of the compared OMol25 structures with the same formula, charge and spin (eV): 2.759
Largest force on an atom (eV/Å): 3.363
Kohn-Sham gap (eV): 7.54
Charge: +1

Each line ends with the Löwdin charge.
Positions of all 80 atoms, in Å:
1 I 3.968 -0.912 -4.092  0.9547
2 C -3.664 2.891 3.514  -0.0244
3 H -6.892 2.669 2.505  0.1167
4 H -2.716 3.822 -1.709  0.0614
5 P 0.966 -1.615 2.332  0.8357
6 C 2.644 2.725 -2.822  -0.2762
7 H -1.377 -1.631 2.975  0.0062
8 C -1.196 4.244 0.713  -0.2681
9 H 1.097 -1.889 -4.908  0.1111
10 C 1.111 2.057 -5.065  -0.2725
11 C 2.511 -5.114 3.826  -0.0622
12 H -1.069 -2.767 1.643  0.0437
13 C 2.326 -3.876 1.343  -0.4042
14 C 2.866 -5.153 1.460  -0.0886
15 H -5.893 1.070 0.893  0.1066
16 N -1.879 0.254 1.234  -0.3122
17 C 0.055 4.396 -1.762  -0.4279
18 C -5.280 1.601 1.605  -0.0047
19 C -0.403 -0.850 -2.061  -0.1626
20 H 0.129 1.993 -5.531  0.0411
21 H 1.619 -3.355 4.615  0.0997
22 C 2.045 -0.943 -3.221  -0.7156
23 H -1.957 3.753 1.318  0.0099
24 C 3.650 -3.648 -1.136  -0.2760
25 H 3.615 -4.727 -1.277  0.0348
26 C 0.150 3.915 -3.201  -0.4418
27 C -5.030 3.146 3.446  -0.0377
28 H 0.740 4.608 -3.810  0.0853
29 P 2.150 -3.010 -0.262  0.9035
30 C 1.872 -3.214 2.482  -0.4006
31 O -0.345 1.891 2.270  -0.4881
32 C 1.305 -0.856 3.976  -0.2742
33 C -3.145 0.406 0.830  -0.8681
34 C 0.905 -4.139 -1.044  -0.2501
35 H 1.651 1.141 -5.297  0.0031
36 H -5.481 3.844 4.133  0.1160
37 H -2.962 2.364 -0.733  -0.0023
38 H 1.657 2.903 -5.475  0.0445
39 H -0.580 5.286 -1.704  0.0829
40 P -0.652 3.100 -0.626  0.8134
41 C 1.972 -3.845 3.721  -0.0985
42 H 0.686 -1.289 4.759  0.0517
43 H 1.199 -5.179 -0.907  0.0419
44 H 2.361 -0.979 4.219  0.0534
45 S -3.779 -0.344 -0.498  0.7378
46 N 0.639 -0.387 -1.379  -0.1503
47 H 3.715 -3.178 -2.114  -0.0328
48 C -2.286 2.859 -1.430  -0.2630
49 H 3.336 1.963 -3.176  -0.0157
50 H 2.752 2.826 -1.742  0.0308
51 H 4.538 -3.383 -0.566  0.0493
52 H -1.152 -1.785 -3.843  0.1201
53 H -2.179 2.224 -2.308  0.0348
54 H 0.847 -3.914 -2.108  0.0266
55 C -3.918 1.348 1.659  -0.2475
56 C 0.968 -1.466 -3.922  -0.1246
57 C -5.826 2.496 2.512  -0.0342
58 H 2.664 -0.027 -1.366  0.1042
59 C 1.841 -0.429 -1.947  -0.3465
60 H -0.075 -3.975 -0.600  0.0323
61 C -0.689 -2.379 2.590  -0.2509
62 Ca 0.176 0.550 0.667  1.1464
63 C -3.130 2.008 2.602  -0.2223
64 C -0.282 -1.406 -3.329  -0.0332
65 C 2.945 -5.777 2.689  -0.0640
66 H 2.889 3.668 -3.308  0.0487
67 H 2.568 -5.603 4.788  0.1111
68 O -1.476 0.358 3.755  -0.2702
69 H -0.352 4.489 1.357  0.0480
70 H 1.077 0.208 3.929  0.0129
71 H 1.045 4.665 -1.384  0.0762
72 H 3.206 -5.684 0.583  0.0963
73 H -0.599 -3.196 3.308  0.0557
74 P 0.908 2.223 -3.235  0.8556
75 H -0.849 3.845 -3.639  0.0744
76 H -1.375 -0.777 -1.578  0.0426
77 H 3.341 -6.779 2.754  0.1105
78 S -1.564 1.146 2.563  0.5989
79 H -1.616 5.161 0.291  0.0530
80 H -3.039 3.363 4.256  0.1280

No. 2
# C28H40ClNO3PtSSe

A structure of composition C28H40ClNO3PtSSe in a non-equilibrium geometry (ωB97M-V with the def2-TZVPD basis set, the Open Molecules 2025 dataset).

Energy above the lowest of the compared OMol25 structures with the same formula, charge and spin (eV): 1.191
Largest force on an atom (eV/Å): 1.719
Kohn-Sham gap (eV): 5.55
Charge: -2

Each line ends with the Löwdin charge.
Positions of all 76 atoms, in Å:
1 C -2.564 3.492 -1.423  -0.0749
2 H -0.989 -3.766 -0.946  0.0794
3 C -5.103 2.996 4.762  -0.0567
4 H -5.082 4.240 -1.075  0.0728
5 H -5.031 -1.912 6.256  0.0757
6 C -1.330 1.465 2.324  -0.3815
7 O 0.077 0.484 -4.231  -0.6271
8 C -3.590 3.235 4.879  -0.5643
9 H -1.825 5.553 0.238  0.0879
10 H -1.599 1.296 4.425  0.0803
11 H -5.202 -1.337 4.581  0.0889
12 H -2.012 2.603 6.244  0.0847
13 C -2.687 -3.014 1.091  -0.0916
14 H -4.435 -5.001 4.269  0.0820
15 H -5.375 -4.247 5.567  0.0744
16 H -4.410 -2.196 -0.894  0.0851
17 H -4.120 -4.048 2.262  0.0743
18 C -2.899 5.386 0.132  -0.0639
19 C -2.049 -1.719 3.486  -0.0898
20 C -1.915 1.820 3.530  -0.0976
21 S -0.075 0.540 -2.774  0.6565
22 C -4.703 3.689 -0.207  -0.0644
23 C -3.183 3.888 -0.077  -0.5349
24 H -3.262 1.380 5.974  0.0655
25 C -3.035 -3.734 -0.215  -0.5417
26 H -2.751 2.447 -1.666  0.0793
27 H -3.726 5.341 4.323  0.0708
28 C -4.492 -1.713 5.322  -0.0552
29 H -5.076 -4.316 0.320  0.0780
30 O -1.038 1.761 0.006  -0.2116
31 C -2.669 3.101 1.143  -0.0856
32 H -2.305 -4.382 5.526  0.0852
33 H -3.253 5.962 -0.731  0.0723
34 C -3.058 -2.674 3.504  -0.1956
35 H -3.766 -0.919 5.509  0.0600
36 H -2.052 -2.728 6.082  0.0745
37 Se -0.077 0.006 2.361  1.0531
38 H -3.777 -3.231 -2.193  0.0758
39 C -2.815 -3.479 5.872  -0.0607
40 C -2.892 2.805 3.590  -0.2019
41 H -3.013 4.124 -2.200  0.0741
42 N 0.838 -0.321 -1.954  -0.5920
43 C -3.342 4.728 5.142  -0.0622
44 H -5.617 3.294 5.683  0.0733
45 O -1.007 -1.722 0.010  -0.2283
46 C -4.871 -4.059 4.614  -0.0816
47 H -5.305 1.938 4.578  0.0830
48 C -1.797 -4.470 -0.750  -0.0483
49 H -2.746 -1.979 -1.464  0.0765
50 C -3.083 2.452 6.090  -0.0738
51 C -3.802 -2.983 4.804  -0.5639
52 H -5.530 3.566 3.934  0.0718
53 H -1.485 3.624 -1.434  0.0806
54 C -1.657 -2.013 1.074  -0.4053
55 H -3.858 -5.553 0.683  0.0778
56 C -3.342 -3.298 2.281  0.0035
57 C -3.520 -2.717 -1.260  -0.0447
58 C -1.645 2.080 1.069  -0.4054
59 H -3.995 4.180 2.390  0.0909
60 H -5.244 4.037 0.677  0.0639
61 H -3.834 5.048 6.068  0.0720
62 Pt 0.567 -0.094 0.003  0.5341
63 H -2.271 4.924 5.230  0.0857
64 H -4.931 2.630 -0.345  0.0887
65 H -3.337 -3.708 6.809  0.0728
66 C -4.145 -4.772 -0.028  -0.0905
67 H -3.390 5.776 1.027  0.0652
68 C -3.229 3.407 2.370  -0.0230
69 H -1.450 -5.207 -0.019  0.0830
70 Cl 2.904 0.176 0.345  -0.3486
71 H -3.606 2.786 6.992  0.0762
72 H -5.626 -3.749 3.887  0.0827
73 H -1.778 -1.189 4.396  0.0925
74 H -2.045 -4.995 -1.680  0.0749
75 H -4.346 -5.252 -0.990  0.0736
76 C -1.382 -1.397 2.318  -0.3862

No. 3
# C28H40N2O15

A cluster of 7 separate species, C28H40N2O15 in total in a non-equilibrium geometry (ωB97M-V with the def2-TZVPD basis set, the Open Molecules 2025 dataset).

2S+1: 2
Largest force on an atom (eV/Å): 5.075
Kohn-Sham gap (spin up / spin down) (eV): 1.77 / 8.32
Charge: -1

Each line ends with the Mulliken spin population.
Positions of all 85 atoms, in Å:
1 C 0.801 2.910 -3.678  -2.0846
2 H -1.536 -1.937 3.162  -0.0011
3 H 4.618 -3.452 0.263  0.0109
4 H -1.815 -1.599 4.849  -0.0023
5 O 1.961 3.312 -2.990  0.2105
6 H 2.340 -4.300 1.202  0.0154
7 H 3.473 -5.126 2.312  -0.0031
8 H -1.303 3.143 2.286  0.0023
9 O 4.074 2.415 -2.599  -0.0312
10 H 1.568 2.310 -5.576  -0.0054
11 H 5.433 0.261 -1.790  0.0012
12 H -4.620 -1.247 1.681  0.0619
13 H -0.267 4.807 -3.484  0.0771
14 C 2.699 -4.363 2.229  0.0332
15 O 3.025 -1.844 4.560  -0.0020
16 H -1.270 -0.070 -3.151  0.6012
17 C -0.006 4.207 -0.322  0.1578
18 H 5.436 -1.398 1.971  -0.0002
19 C -2.128 -1.325 3.842  0.0056
20 H 0.578 3.335 -0.029  0.0112
21 O -4.133 -0.430 -1.109  -0.4919
22 C 5.238 -0.570 -1.128  -0.0035
23 C -3.408 0.675 -2.884  0.1997
24 C -2.719 5.630 1.284  0.0138
25 C -3.828 -1.914 2.022  -0.0628
26 C -1.129 4.161 1.936  -0.0161
27 O -2.085 5.260 0.174  -0.0587
28 O 3.397 -3.222 2.699  -0.0075
29 H 0.981 -2.658 0.147  0.0744
30 O -2.156 5.053 2.364  -0.0039
31 C 0.188 0.456 -0.490  0.0088
32 C 5.212 -1.435 0.915  -0.0023
33 C 2.783 -2.819 3.885  0.0020
34 N 5.492 -0.287 0.237  0.0056
35 C 0.801 -1.600 0.021  0.1387
36 H 2.302 1.271 -0.080  0.0055
37 O 2.526 1.451 -3.892  -0.3334
38 O -4.210 -3.246 1.887  -0.0441
39 H 6.005 0.499 0.611  0.0012
40 C -3.544 -1.829 3.519  -0.0107
41 H -2.304 -0.061 -4.492  -0.6140
42 H -4.240 -1.165 4.031  -0.0027
43 H 2.795 -0.980 0.671  0.0097
44 C 4.853 -1.888 -1.216  -0.0069
45 H 0.632 5.011 0.047  0.0344
46 H 4.526 -2.415 -2.099  -0.0090
47 H -0.546 -4.707 3.463  -0.0023
48 H 1.004 4.680 -4.887  0.0088
49 H -1.839 3.124 0.201  -0.0163
50 C 0.141 -4.526 2.636  0.0151
51 H -1.207 -1.260 -0.720  -0.1010
52 C -3.569 0.769 -0.697  -0.4082
53 H -0.168 4.312 -1.395  -0.0813
54 C 4.878 -2.424 0.058  0.0022
55 O -3.258 1.452 -1.697  -0.0082
56 C -2.048 0.535 -3.616  0.5074
57 C 1.553 0.493 -0.105  0.0468
58 H 0.781 0.944 -4.824  0.1812
59 C -0.266 -0.844 -0.391  -0.1952
60 H 0.023 -5.224 1.808  -0.0017
61 C -4.057 -3.963 2.937  0.0401
62 C 1.345 1.853 -4.612  1.0582
63 H -0.599 4.065 -4.890  -0.2428
64 O -3.550 1.203 0.466  0.0514
65 H -0.094 4.437 2.137  -0.0019
66 C 0.260 4.220 -4.237  0.9388
67 H 1.776 -5.552 3.715  -0.0026
68 C 1.604 -4.620 3.178  -0.0202
69 O 1.767 -3.600 4.113  0.0008
70 N 1.880 -0.756 0.305  -0.0617
71 H -2.955 -1.828 1.376  0.0212
72 O -4.242 -5.167 3.088  -0.0032
73 H -3.341 -1.498 -2.744  -0.0145
74 O -3.503 -3.226 3.865  0.0000
75 C -4.001 -0.674 -2.474  1.6046
76 H -5.004 -0.753 -2.894  -0.4229
77 H -0.392 1.250 -0.937  0.0760
78 H 0.262 2.361 -2.906  0.0732
79 C 2.988 2.423 -3.151  -0.0091
80 H -4.091 1.213 -3.542  -0.5221
81 C -1.344 4.068 0.427  0.0907
82 H -1.669 1.475 -4.018  0.5238
83 O -3.534 6.571 1.270  -0.0004
84 H -0.112 -3.533 2.267  -0.0083
85 H -1.911 -0.278 3.628  -0.0013